1.
A structure of composition C51H45BN13NaO2P2. Source: the Open Molecules 2025 dataset; level of theory: ωB97M-V/def2-TZVPD.

```
115
Properties=species:S:1:pos:R:3
Na 0.258 -0.670 -0.060
N -4.299 0.371 2.919
C -2.924 -0.066 2.914
N -2.097 1.499 1.004
C -3.058 0.995 0.178
N -2.754 0.756 -1.122
N -1.546 0.854 -1.539
C -1.053 1.415 -2.559
C 0.389 1.280 -2.846
C 0.910 1.741 -4.045
C 2.275 1.637 -4.259
C 3.070 1.103 -3.259
C 2.458 0.674 -2.085
N 1.146 0.744 -1.884
C -4.464 0.832 0.522
C -5.365 0.957 -0.565
C -6.705 1.142 -0.381
C -7.211 1.194 0.928
C -6.383 0.994 1.999
C -5.003 0.763 1.830
H -4.748 0.492 3.810
H -2.689 -0.349 3.940
H -1.661 2.057 -3.194
H 0.258 2.168 -4.798
H 2.712 1.981 -5.188
H 4.144 1.029 -3.375
H 3.037 0.261 -1.262
H -4.956 0.962 -1.566
H -7.362 1.270 -1.231
H -8.266 1.370 1.094
H -6.784 0.983 3.007
C -1.312 4.499 -0.667
C -0.053 3.869 -0.487
N -0.151 2.709 0.131
N -1.469 2.578 0.363
C -2.202 3.649 -0.086
B -1.899 1.155 2.521
N -2.850 -1.288 2.080
C -3.853 -2.167 1.839
C -3.320 -3.196 1.102
C -1.966 -2.851 0.951
N -1.683 -1.700 1.551
N -0.454 0.711 2.846
C 0.057 0.362 4.055
C 1.386 0.049 3.886
C 1.603 0.229 2.506
N 0.488 0.596 1.894
N -2.353 2.385 3.344
C -2.108 2.718 4.635
C -2.928 3.768 4.973
C -3.670 4.009 3.804
N -3.326 3.176 2.833
H -1.527 5.449 -1.128
H 0.926 4.219 -0.784
H -3.265 3.703 0.073
H -4.854 -2.002 2.203
H -3.835 -4.065 0.724
H -1.187 -3.402 0.448
H -0.541 0.343 4.954
H 2.088 -0.265 4.642
H 2.513 0.103 1.939
H -1.350 2.224 5.220
H -2.978 4.282 5.920
H -4.429 4.758 3.626
O 1.965 -1.690 0.225
P 2.280 -3.067 -0.257
C 2.041 -3.190 -2.066
P 0.339 -2.754 -2.555
O -0.341 -1.852 -1.580
C 0.458 -2.030 -4.205
C -0.706 -1.417 -4.679
C -0.745 -0.892 -5.960
C 0.379 -0.973 -6.776
C 1.536 -1.583 -6.311
C 1.575 -2.118 -5.029
C -0.591 -4.271 -2.809
C -1.875 -4.334 -2.275
C -2.659 -5.458 -2.500
C -2.166 -6.508 -3.262
C -0.888 -6.439 -3.809
C -0.103 -5.320 -3.588
C 1.313 -4.341 0.541
C 0.925 -5.526 -0.081
C 0.183 -6.461 0.626
C -0.153 -6.221 1.952
C 0.248 -5.048 2.579
C 0.978 -4.103 1.877
C 4.014 -3.474 0.007
C 4.429 -4.641 0.642
C 5.782 -4.860 0.870
C 6.717 -3.918 0.467
C 6.308 -2.749 -0.166
C 4.960 -2.525 -0.392
H 2.354 -4.157 -2.461
H 2.701 -2.415 -2.465
H -1.577 -1.362 -4.032
H -1.650 -0.425 -6.329
H 0.350 -0.567 -7.780
H 2.407 -1.652 -6.951
H 2.483 -2.602 -4.683
H -2.247 -3.505 -1.685
H -3.657 -5.514 -2.084
H -2.779 -7.383 -3.440
H -0.512 -7.256 -4.413
H 0.890 -5.263 -4.026
H 1.186 -5.722 -1.114
H -0.132 -7.377 0.140
H -0.736 -6.953 2.499
H -0.020 -4.864 3.612
H 1.265 -3.165 2.342
H 3.698 -5.375 0.962
H 6.105 -5.765 1.370
H 7.770 -4.092 0.650
H 7.040 -2.013 -0.473
H 4.631 -1.604 -0.861
```

Multiplicity: 2
Kohn-Sham gap (alpha / beta), eV: 7.202 / 5.369
E_tot, hartree: -3702.5659
LUMO (alpha / beta), eV: -2.89 / -4.60
Total charge: +1
E_HOMO (alpha / beta), eV: -10.096 / -9.967

Here are the Mulliken charges for atoms 1 to 99, given in e:
1 Na 1.691
2 N 0.357
3 C -1.236
4 N 0.886
5 C 0.472
6 N -1.975
7 N 1.704
8 C -1.713
9 C 1.465
10 C -1.010
11 C -0.728
12 C -0.796
13 C -0.616
14 N 0.879
15 C 0.799
16 C -0.810
17 C -0.911
18 C -0.625
19 C -0.982
20 C 0.308
21 H 0.284
22 H 0.672
23 H 0.407
24 H 0.538
25 H 0.451
26 H 0.527
27 H 0.468
28 H 0.484
29 H 0.443
30 H 0.440
31 H 0.450
32 C -1.221
33 C -0.433
34 N -0.588
35 N 0.496
36 C -0.061
37 B -0.130
38 N 0.751
39 C -0.012
40 C -2.103
41 C -0.300
42 N -0.036
43 N 0.458
44 C -0.196
45 C -1.581
46 C -0.506
47 N -0.325
48 N 1.276
49 C -0.136
50 C -1.044
51 C -0.345
52 N -0.843
53 H 0.457
54 H 0.507
55 H 0.548
56 H 0.485
57 H 0.556
58 H 1.092
59 H 0.536
60 H 0.463
61 H 0.546
62 H 0.360
63 H 0.441
64 H 0.470
65 O -0.526
66 P 0.263
67 C -1.607
68 P 0.473
69 O -1.002
70 C 1.058
71 C -0.698
72 C -0.697
73 C -0.545
74 C -0.791
75 C -0.428
76 C 1.144
77 C -0.237
78 C -0.802
79 C -0.590
80 C -0.742
81 C -0.519
82 C 0.820
83 C -0.457
84 C -0.685
85 C -0.681
86 C -0.512
87 C -0.648
88 C 0.592
89 C -0.522
90 C -0.782
91 C -0.552
92 C -0.754
93 C -0.373
94 H 0.950
95 H 0.752
96 H 0.389
97 H 0.464
98 H 0.424
99 H 0.455



2.
A structure of composition C51H45BrN2O2SSiTb. Source: the Open Molecules 2025 dataset; level of theory: ωB97M-V/def2-TZVPD.

```
104
Properties=species:S:1:pos:R:3
Tb -0.238 0.292 -0.030
O -0.277 0.093 2.111
C 0.464 -0.756 2.915
C 1.885 -0.955 2.292
C 1.814 -1.123 0.784
C 0.907 -1.993 0.220
C 0.879 -2.274 -1.282
C 1.682 -1.193 -1.963
C 2.363 -0.244 -1.277
C 2.765 1.047 -1.941
C 1.779 2.123 -1.369
O 0.497 1.634 -1.457
C 1.913 3.468 -2.107
C 3.117 4.164 -2.177
C 3.174 5.419 -2.764
C 2.030 5.997 -3.295
C 0.830 5.302 -3.247
C 0.775 4.048 -2.656
C 2.103 2.482 0.107
C 1.033 2.910 0.894
C 1.234 3.325 2.205
C 2.500 3.306 2.758
C 3.573 2.895 1.977
C 3.379 2.499 0.666
N 2.540 -0.233 0.088
C 0.694 -0.172 4.322
C 0.327 1.138 4.592
C 0.585 1.712 5.829
C 1.209 0.971 6.822
C 1.548 -0.353 6.574
C 1.287 -0.921 5.336
C -0.312 -2.072 3.145
C -1.677 -1.953 3.396
C -2.468 -3.071 3.604
C -1.910 -4.341 3.555
C -0.551 -4.474 3.323
C 0.243 -3.348 3.137
H 2.443 -0.035 2.475
H 2.428 -1.774 2.768
H 0.450 -2.731 0.849
H -0.122 -2.238 -1.717
H 1.587 -1.108 -3.040
H 3.804 1.314 -1.748
H 2.606 0.984 -3.018
H 4.019 3.731 -1.762
H 4.116 5.955 -2.796
H 2.074 6.986 -3.737
H -0.068 5.740 -3.666
H -0.152 3.491 -2.597
H 0.044 2.996 0.444
H 0.390 3.678 2.785
H 2.652 3.600 3.789
H 4.570 2.876 2.401
H 4.231 2.166 0.092
H -0.180 1.681 3.809
H 0.302 2.741 6.020
H 1.424 1.417 7.786
H 2.013 -0.945 7.353
H 1.539 -1.961 5.161
H -2.114 -0.962 3.399
H -3.527 -2.953 3.802
H -2.530 -5.220 3.694
H -0.098 -5.458 3.271
H 1.302 -3.488 2.964
C -5.104 3.474 -4.386
Si -4.444 2.927 -2.687
C -3.810 4.477 -1.821
C -5.935 2.214 -1.769
C -3.154 1.602 -3.041
C -2.819 1.216 -4.326
C -1.892 0.199 -4.541
C -1.331 -0.408 -3.440
N -1.607 -0.062 -2.184
C -2.489 0.941 -1.976
S -2.771 1.373 -0.325
H -5.782 4.325 -4.278
H -5.661 2.667 -4.869
H -4.301 3.780 -5.062
H -4.621 5.201 -1.702
H -3.010 4.962 -2.386
H -3.420 4.231 -0.834
H -6.706 2.979 -1.644
H -5.648 1.852 -0.782
H -6.375 1.381 -2.321
H -3.277 1.704 -5.179
H -1.611 -0.110 -5.539
H -0.634 -1.230 -3.568
Br -2.024 -3.029 -0.365
C -0.924 -4.645 -0.490
C -1.641 -5.734 -0.069
C -1.100 -7.025 -0.105
C 0.176 -7.200 -0.547
C 0.960 -6.097 -0.955
C 2.297 -6.335 -1.354
C 3.110 -5.312 -1.740
C 2.608 -4.003 -1.751
C 1.320 -3.717 -1.381
C 0.430 -4.764 -0.952
H -2.649 -5.585 0.292
H -1.709 -7.862 0.213
H 0.618 -8.188 -0.594
H 2.662 -7.356 -1.333
H 4.137 -5.501 -2.027
H 3.239 -3.173 -2.047
```

Multiplicity: 7
Kohn-Sham gap (alpha / beta), eV: 6.881 / 6.851
E_tot, hartree: -6316.8265
LUMO (alpha / beta), eV: 2.39 / 2.39
Total charge: -1
E_HOMO (alpha / beta), eV: -4.496 / -4.465

Here are the Mulliken charges for atoms 1 to 99, given in e:
1 Tb -0.386
2 O -0.640
3 C 2.957
4 C -1.094
5 C 0.016
6 C -1.000
7 C 2.758
8 C -1.939
9 C 0.589
10 C -1.105
11 C 1.776
12 O 0.363
13 C -0.557
14 C -0.012
15 C -1.004
16 C -0.533
17 C -0.783
18 C -0.414
19 C 0.265
20 C -0.150
21 C -0.787
22 C -0.445
23 C -1.076
24 C -0.069
25 N -0.318
26 C -0.568
27 C -0.361
28 C -0.929
29 C -0.541
30 C -0.980
31 C -0.088
32 C -0.340
33 C -0.482
34 C -0.979
35 C -0.512
36 C -0.845
37 C 0.280
38 H 0.334
39 H 0.589
40 H -0.209
41 H 0.091
42 H 0.255
43 H 0.592
44 H 0.425
45 H 0.348
46 H 0.397
47 H 0.362
48 H 0.428
49 H 0.467
50 H 0.341
51 H 0.524
52 H 0.397
53 H 0.386
54 H 0.296
55 H 0.451
56 H 0.421
57 H 0.376
58 H 0.405
59 H 0.373
60 H 0.477
61 H 0.373
62 H 0.430
63 H 0.411
64 H 0.271
65 C -1.197
66 Si 0.302
67 C -0.922
68 C -1.086
69 C 0.447
70 C 0.175
71 C -1.489
72 C -0.097
73 N 0.062
74 C 0.306
75 S -0.398
76 H 0.306
77 H 0.319
78 H 0.306
79 H 0.352
80 H 0.263
81 H 0.254
82 H 0.328
83 H 0.304
84 H 0.334
85 H 0.340
86 H 0.405
87 H 0.334
88 Br -0.048
89 C -0.061
90 C -0.814
91 C -0.814
92 C -0.893
93 C 0.806
94 C -0.945
95 C -1.203
96 C -0.368
97 C -0.057
98 C 0.989
99 H 0.413



Question: Among the records above, which one has the highest E_tot?
Answer: C51H45BN13NaO2P2



Question: total charge of number 1 (C51H45BN13NaO2P2)?
Answer: +1



Question: Number 1 is which compound?
Answer: C51H45BN13NaO2P2